ORCA calculation (wB97M-V/def2-TZVPD) on a structure of composition C41H47BCl3GeN9OPS6SeSn at a distorted geometry.

Calculated values
- HOMO (alpha / beta): 0.312 / -1.998 eV
- Energy above the lowest of the compared OMol25 structures with the same formula, charge and spin: 370.9 kJ/mol
- Spin multiplicity: 2
- LUMO energy (alpha / beta): 3.4 / 3.4 eV
- Charge: -2
- M: 1292.72 g mol⁻¹
- Strongest force on any atom: 4.2 eV Å⁻¹

Each line ends with the Löwdin spin population.
Element x y z (Å)
Sn  -0.08966  -2.08599  -1.59496  0.001
C  3.08133  -0.10380  0.81866  0.000
C  3.25090  -1.57573  0.81710  0.000
C  4.17290  -2.41476  1.52214  0.000
C  3.97158  -3.68477  0.97966  0.000
C  4.88375  -4.84209  1.25368  0.000
N  3.04854  -3.55272  -0.03778  0.000
N  2.53394  -2.29534  -0.08807  0.000
B  2.20811  -4.72404  -0.67948  0.000
N  0.83939  -4.88680  -0.06328  0.000
N  -0.18611  -3.90366  -0.22082  0.000
C  -1.14468  -4.11979  0.70636  0.001
C  -2.35097  -3.24738  0.77279  0.001
C  -0.82905  -5.23221  1.46881  0.000
C  0.44325  -5.66107  0.96036  0.000
C  1.27324  -6.73960  1.50426  0.000
N  2.00944  -4.32652  -2.21882  0.000
N  0.77265  -4.01773  -2.75106  0.000
C  0.94151  -4.08181  -4.13925  0.000
C  -0.16783  -4.04571  -5.10678  0.000
C  2.29055  -4.27911  -4.45645  0.000
C  2.91666  -4.49696  -3.20822  0.000
C  4.28794  -4.84921  -2.95478  0.000
H  4.06578  0.32639  0.85133  0.000
H  2.59256  0.15812  1.75948  0.000
H  2.45640  0.26099  -0.03810  0.000
H  4.96403  -2.14429  2.21958  0.000
H  5.70226  -4.84299  0.51617  0.000
H  5.36460  -4.89843  2.26308  0.000
H  4.37880  -5.79505  1.05323  0.000
H  2.89424  -5.70276  -0.67133  0.000
H  -2.60871  -2.78672  -0.19983  0.000
H  -3.18685  -3.81792  1.23893  0.000
H  -2.12332  -2.43568  1.51439  0.003
H  -1.40123  -5.70094  2.28795  0.000
H  0.99811  -7.72694  1.13031  0.000
H  2.33795  -6.57483  1.19761  0.000
H  1.16995  -6.75811  2.60380  0.000
H  -1.09911  -3.65466  -4.66004  0.000
H  0.10699  -3.59374  -6.01403  0.000
H  -0.41498  -5.09369  -5.39632  0.000
H  2.72013  -4.30635  -5.41909  0.000
H  4.98648  -3.98691  -2.94078  0.000
H  4.31726  -5.45958  -2.03179  0.000
H  4.62139  -5.48305  -3.79975  0.000
S  -2.45375  -1.95488  -2.69646  0.000
C  -1.85087  -0.87577  -3.85871  0.000
N  -0.55008  -0.90897  -4.05208  0.000
C  -0.19881  -0.04448  -5.12373  0.000
C  1.02375  -0.08914  -5.78583  0.000
C  1.16172  0.69688  -6.94814  0.000
C  0.15061  1.52647  -7.40812  0.000
C  -1.11061  1.51632  -6.72755  0.000
C  -1.25878  0.77005  -5.56646  0.000
S  -2.76412  0.38285  -4.78594  0.000
H  1.82764  -0.76011  -5.45980  0.000
H  2.16076  0.69689  -7.43385  0.000
H  0.28252  2.19778  -8.18053  0.000
H  -1.96843  2.00968  -7.15120  0.000
C  1.32681  3.61590  5.04912  0.002
O  0.70479  2.80758  4.04805  0.009
C  0.27748  1.53102  4.40029  0.031
S  0.49536  0.91529  5.89786  -0.005
S  -0.64491  0.96498  3.05225  0.011
H  1.48149  4.55784  4.56391  0.000
H  2.25863  3.21845  5.38654  0.000
H  0.65557  3.75708  5.87974  0.001
Cl  5.16603  1.63618  -2.33911  0.000
Ge  3.63816  3.08732  -2.48569  0.000
Cl  4.19350  4.32209  -4.22097  0.000
Cl  3.74376  4.48961  -0.78319  0.000
C  -1.13915  6.23963  -3.05256  0.000
N  -0.55140  6.49989  -1.73999  0.000
C  0.17842  7.61811  -1.35391  0.000
C  0.78855  7.31211  -0.21848  0.000
N  0.42125  6.05642  0.14353  0.000
C  0.82242  5.35226  1.31111  0.000
C  -0.43189  5.51263  -0.80891  0.000
Se  -0.71006  3.73740  -0.87932  0.000
H  -0.36200  5.93786  -3.75208  0.000
H  -1.67676  7.14134  -3.42481  0.000
H  -1.81745  5.38848  -2.90860  0.000
H  0.20218  8.59383  -1.88491  0.000
H  1.53661  7.90613  0.27103  0.000
H  1.57088  4.64958  0.96095  0.000
H  -0.04280  4.83240  1.72683  0.000
H  1.25493  6.05874  2.05937  0.000
S  -3.71187  -0.92490  6.08062  0.019
P  -3.47709  0.26171  4.55659  0.169
S  -1.67810  -0.71530  3.86659  0.144
C  -4.64068  0.33708  3.17525  0.014
C  -4.08845  0.25389  1.91386  0.004
C  -4.92125  0.25937  0.82739  0.001
C  -6.28214  0.49374  0.92076  0.002
C  -6.83286  0.54941  2.22387  0.002
C  -6.03054  0.40722  3.33221  0.006
C  -3.13000  1.91496  5.02372  0.108
C  -3.34258  3.06852  4.17827  0.113
C  -2.89526  4.30072  4.60698  0.020
C  -2.16488  4.46583  5.80328  0.178
C  -1.99610  3.37675  6.68042  0.017
C  -2.49458  2.12632  6.27250  0.122
H  -3.02606  0.13166  1.79396  0.000
H  -4.45593  0.09058  -0.17753  0.000
H  -6.85840  0.63042  0.00162  0.000
H  -7.87177  0.59782  2.38317  0.000
H  -6.42230  0.41863  4.32647  0.002
H  -3.79459  2.89600  3.19307  0.005
H  -3.13513  5.16338  3.99421  -0.002
H  -1.77392  5.47731  5.95343  0.015
H  -1.50151  3.47399  7.65993  -0.002
H  -2.26608  1.22513  6.94084  0.006

***

ORCA calculation (wB97M-V/def2-TZVPD) on a structure of composition C41H47N5O3PtS at a distorted geometry.

Calculated values
- HOMO: -7.357 eV
- Energy above the lowest of the compared OMol25 structures with the same formula, charge and spin: 83.8 kJ/mol
- Spin multiplicity: 1
- LUMO energy: -0.4 eV
- Charge: 0
- M: 885.00 g mol⁻¹
- Strongest force on any atom: 1.5 eV Å⁻¹

Each line ends with the Löwdin charge.
Element x y z (Å)
Pt  0.29634  0.69501  -0.49954  1.204
C  3.42198  3.38012  -1.92216  -0.070
C  2.95439  1.93400  -2.06025  -0.387
C  3.04494  1.47441  -3.51859  -0.040
C  3.69216  0.96672  -1.15173  -0.135
C  5.01801  1.19957  -0.80706  -0.026
C  5.72462  0.30711  -0.01692  -0.060
C  5.10625  -0.83742  0.44731  -0.035
C  3.77758  -1.11588  0.13521  -0.144
C  3.15710  -2.38921  0.68615  -0.377
C  3.35412  -2.49839  2.20266  -0.065
C  3.73752  -3.63009  0.00168  -0.050
C  3.08676  -0.20276  -0.66860  -0.172
N  1.73380  -0.50902  -1.08646  -0.110
C  1.62072  -1.48984  -1.92889  -0.095
C  0.45520  -2.01708  -2.52209  -0.137
C  0.63310  -3.14224  -3.36890  -0.050
C  -0.41146  -3.74473  -3.99961  -0.095
C  -1.70299  -3.20478  -3.80483  -0.068
C  -1.91955  -2.12147  -3.00687  -0.038
C  -0.84467  -1.47208  -2.31649  -0.227
N  -1.06090  -0.42143  -1.52508  -0.080
C  -2.40799  -0.01712  -1.25640  -0.219
C  -3.09625  -0.66450  -0.22407  -0.146
C  -4.40787  -0.28707  0.04406  -0.033
C  -5.02112  0.71454  -0.68592  -0.060
C  -4.31899  1.35874  -1.69234  -0.024
C  -3.00928  1.00885  -1.99987  -0.140
C  -2.28592  1.69922  -3.14047  -0.370
C  -2.46288  0.93033  -4.45511  -0.045
C  -2.71851  3.15391  -3.33416  -0.075
C  -2.44082  -1.73166  0.63391  -0.370
C  -2.52686  -1.37141  2.12280  -0.069
C  -3.05507  -3.11163  0.38569  -0.051
H  2.71078  4.03637  -2.42379  0.081
H  4.40267  3.53727  -2.37699  0.075
H  3.47594  3.68608  -0.87578  0.083
H  1.89795  1.92109  -1.78283  0.068
H  4.08491  1.46782  -3.85501  0.086
H  2.48103  2.15308  -4.16079  0.085
H  2.63756  0.47102  -3.65282  0.069
H  5.51218  2.08670  -1.17932  0.108
H  6.75864  0.50593  0.23414  0.106
H  5.66255  -1.53266  1.06373  0.112
H  2.08670  -2.36803  0.47491  0.111
H  4.38747  -2.75405  2.44291  0.077
H  2.71859  -3.28634  2.61245  0.085
H  3.11906  -1.56432  2.71065  0.066
H  4.82199  -3.66288  0.12134  0.082
H  3.51909  -3.64111  -1.06715  0.068
H  3.32033  -4.53900  0.43912  0.084
H  2.55482  -1.96641  -2.22284  0.136
H  1.64012  -3.52302  -3.50100  0.111
H  -0.25959  -4.60510  -4.63530  0.098
H  -2.54872  -3.65422  -4.31152  0.109
H  -2.91678  -1.71927  -2.89766  0.119
H  -4.95348  -0.78227  0.83882  0.111
H  -6.04121  1.00210  -0.46539  0.103
H  -4.80434  2.14274  -2.25854  0.110
H  -1.21999  1.70113  -2.90992  0.102
H  -3.52116  0.86602  -4.72232  0.088
H  -2.06576  -0.08141  -4.39426  0.054
H  -1.94008  1.44764  -5.26275  0.082
H  -3.67227  3.21865  -3.86425  0.077
H  -1.97265  3.68215  -3.92814  0.083
H  -2.82194  3.68111  -2.38559  0.071
H  -1.38514  -1.77833  0.35916  0.106
H  -3.53349  -1.53958  2.51137  0.076
H  -2.27324  -0.32346  2.29584  0.082
H  -1.84276  -1.99454  2.70572  0.073
H  -4.13080  -3.09072  0.57430  0.079
H  -2.61049  -3.85448  1.05228  0.079
H  -2.89710  -3.43998  -0.64218  0.069
S  0.65800  1.44680  6.02189  0.993
C  0.87216  1.25809  4.26251  -0.495
C  1.16104  2.35459  3.46336  -0.045
C  1.29304  2.16803  2.09917  -0.094
N  1.14392  0.97370  1.51952  -0.044
C  0.88462  -0.08305  2.29390  -0.133
C  0.75573  0.01190  3.66359  -0.061
C  -1.10732  1.16467  6.06137  -0.520
C  -1.99255  2.21630  5.88437  -0.072
C  -3.35279  1.94200  5.91109  -0.133
N  -3.85700  0.72522  6.10043  0.068
C  -2.99498  -0.27270  6.27428  -0.141
C  -1.61731  -0.10840  6.26786  -0.088
H  1.26406  3.34135  3.89166  0.114
H  1.50770  2.99894  1.44149  0.123
H  0.77196  -1.03148  1.78681  0.103
H  0.55176  -0.87239  4.25078  0.113
H  -1.63240  3.22294  5.72246  0.108
H  -4.07160  2.74092  5.77078  0.109
H  -3.42536  -1.25590  6.42805  0.107
H  -0.95874  -0.95175  6.42526  0.103
O  -0.08508  3.41160  -1.45928  -0.009
N  -0.84345  3.35113  -0.50014  -0.545
O  -1.51781  4.27137  -0.09181  0.055
O  -0.91248  2.22767  0.18290  -0.223

***

The lowest spin multiplicity belongs to which entry? C41H47N5O3PtS

***

Which of these has the lowest spin multiplicity? C41H47N5O3PtS